[1]
{
  "formula": "C21H31O4Sn",
  "method": "wB97M-V/def2-TZVPD",
  "symbols": ["Sn", "O", "O", "O", "O", "C", "C", "C", "C", "C", "C", "C", "C", "C", "C", "C", "C", "C", "C", "C", "C", "C", "C", "C", "C", "C", "H", "H", "H", "H", "H", "H", "H", "H", "H", "H", "H", "H", "H", "H", "H", "H", "H", "H", "H", "H", "H", "H", "H", "H", "H", "H", "H", "H", "H", "H", "H"],
  "xyz": [[-0.0176, -0.0331, 2.5214], [-0.1764, -0.0039, -0.3122], [1.7577, -2.1922, 1.4347], [0.4686, -0.9154, -4.0776], [1.3891, -2.8745, 3.5452], [0.2198, 0.9078, -2.1809], [1.2806, 2.0611, 4.0640], [-2.1990, -0.6698, 2.0870], [-0.8513, 1.0230, -1.0823], [-2.1997, -0.3189, 4.3897], [1.2373, 2.8523, 2.8976], [1.2871, -2.0247, 2.5415], [1.3449, -1.6911, -6.2075], [1.7677, 2.1167, 1.8128], [0.2972, -0.6003, -6.5009], [-0.0595, -0.0379, -5.1310], [-1.8403, -1.2657, 3.3720], [1.8501, 0.7832, 3.7270], [0.9670, -2.5325, 4.9855], [-2.7454, 0.8202, 3.7643], [2.1473, 0.8125, 2.2893], [-2.7608, 0.6249, 2.3691], [1.2153, -1.9913, -4.7158], [-2.2240, 0.4788, -1.4026], [-0.8949, 2.3914, -0.4634], [0.9331, -0.0631, -1.2375], [0.7715, 1.8064, -2.4974], [-3.1699, 1.6808, 4.2862], [-2.7127, 1.0189, -2.2256], [0.6321, -1.4876, 5.1106], [-1.5836, -2.3171, 3.5116], [1.8423, 0.3314, -0.7713], [1.9865, 2.4915, 0.8143], [0.1033, 2.8003, -0.2956], [0.7046, 0.1652, -7.1552], [-1.4230, 3.0917, -1.1299], [1.0136, 2.3786, 5.0746], [-2.8585, 0.5442, -0.5087], [1.0907, -1.1004, -1.5611], [-3.2255, 1.2795, 1.6231], [2.3399, -1.3118, -6.4417], [2.1983, -2.0747, -4.2260], [0.1577, -3.2283, 5.2311], [0.3903, 0.9644, -5.0150], [-2.2509, -1.2213, 1.1462], [-2.1135, -0.5829, -1.6444], [-0.2760, 0.4045, -3.0037], [0.9211, 3.8929, 2.8488], [-0.5877, -1.0296, -6.9725], [-2.1593, -0.5134, 5.4660], [-1.1522, 0.0445, -5.0087], [1.8644, -2.7248, 5.5817], [2.2335, 0.0357, 4.4163], [-1.4337, 2.4162, 0.4880], [0.6273, -2.9122, -4.5727], [2.7258, 0.0686, 1.7527], [1.1497, -2.5686, -6.8108]],
  "atomic_forces_ev_per_a": [[1.725, -2.586, -0.870], [0.254, -0.037, 1.875], [0.024, -0.343, 1.327], [0.411, -0.426, -2.211], [-0.139, 0.012, 1.935], [-0.723, -0.209, -0.095], [0.353, 0.021, -0.332], [0.684, 0.079, -0.001], [-0.046, 0.654, -0.400], [-0.095, -1.179, -0.686], [0.513, -0.042, -0.057], [-1.340, 1.203, -1.396], [0.063, 0.532, 0.038], [0.521, -0.289, 0.910], [-0.056, -0.540, 0.299], [0.120, 0.237, 0.365], [-1.166, 0.410, 1.450], [-0.914, 1.005, 0.294], [0.390, -0.276, -1.724], [-0.510, 0.113, -0.460], [-0.325, 1.471, -0.792], [-0.205, 0.747, 0.738], [-0.520, -0.134, 0.259], [-0.177, -0.044, -0.042], [-0.146, 0.578, 0.433], [0.245, -0.146, -0.185], [-0.365, -0.315, 0.201], [0.346, -0.277, -0.272], [0.142, -0.161, 0.233], [0.188, -0.485, -0.360], [0.115, 0.483, -0.048], [-0.027, -0.081, -0.083], [-0.318, -0.213, 0.280], [-0.079, -0.082, -0.046], [-0.094, 0.048, -0.048], [0.171, -0.306, 0.075], [-0.034, -0.193, -0.461], [-0.007, 0.058, -0.232], [0.014, 0.422, -0.072], [0.444, -0.244, 0.415], [0.008, -0.120, 0.000], [-0.427, -0.046, -0.059], [0.316, 0.190, -0.062], [-0.210, -0.365, 0.157], [0.119, 0.305, 0.265], [-0.153, 0.187, -0.234], [0.616, 0.399, 0.289], [-0.099, -0.403, 0.018], [0.082, 0.028, -0.034], [0.212, 0.205, -0.516], [0.372, 0.008, 0.086], [-0.321, 0.027, -0.169], [-0.289, 0.125, -0.132], [-0.008, -0.074, 0.049], [0.363, 0.161, 0.119], [-0.183, 0.106, 0.040], [0.165, -0.197, -0.066]],
  "charge": 1,
  "relative_energy_kcal_mol": 0.0,
  "max_force_ev_per_a": 3.23,
  "lumo_energy_ev": [-5.81, -5.84],
  "homo_energy_ev": [-11.170, -11.012]
}

[2]
{
  "formula": "C21H31O4Sr",
  "method": "wB97M-V/def2-TZVPD",
  "symbols": ["Sr", "O", "O", "O", "O", "C", "C", "C", "C", "C", "C", "C", "C", "C", "C", "C", "C", "C", "C", "C", "C", "C", "C", "C", "C", "C", "H", "H", "H", "H", "H", "H", "H", "H", "H", "H", "H", "H", "H", "H", "H", "H", "H", "H", "H", "H", "H", "H", "H", "H", "H", "H", "H", "H", "H", "H", "H"],
  "xyz": [[0.3806, 0.4000, -0.0326], [0.4577, 0.3382, -7.7314], [2.2794, 3.6951, 2.6081], [0.2649, 0.7396, -2.5216], [1.3732, 2.1548, 1.1879], [-0.8966, -1.2120, -9.1452], [1.0578, -2.2766, -0.6152], [-2.3670, -0.6177, -0.0539], [0.3183, -0.3013, -9.0390], [0.3403, 1.6199, -8.4370], [-0.2880, 0.6081, -4.7790], [-2.4494, 1.6623, 0.3246], [-2.5589, 0.6531, -0.6789], [-2.1796, 1.0201, 1.5720], [1.5365, 1.6180, 3.4735], [0.1245, 1.0116, -9.8269], [1.5642, -1.0341, -9.5330], [-0.0592, -0.2357, -3.5546], [0.5156, 1.9219, -4.5359], [0.4767, -2.3649, 0.6860], [0.5568, 2.0693, -3.0327], [2.3431, -1.6692, -0.4776], [1.7656, 2.5995, 2.3584], [-2.1308, -0.3908, 1.3360], [1.3931, -1.8083, 1.6214], [2.5471, -1.3754, 0.9022], [-0.2104, 2.7539, -2.6425], [-1.0098, -1.5625, -10.1898], [1.3835, -1.4114, -10.5591], [3.4549, -0.9494, 1.3449], [0.0865, 2.7877, -5.0381], [1.7757, -1.9028, -8.8945], [1.5331, 1.7774, -4.9078], [2.1254, 0.7017, 3.3230], [-0.5272, 2.2085, -8.0983], [-1.3530, 0.8603, -4.8410], [1.2618, -1.7770, 2.7074], [-1.8141, -0.6761, -8.8661], [-0.4781, -2.8349, 0.9278], [0.9091, 1.2307, -10.5587], [-2.5996, 2.7331, 0.1784], [2.4376, -0.3699, -9.5795], [0.7875, -0.9267, -3.6459], [-1.9977, -1.1553, 2.0971], [0.0003, 0.1108, -5.7002], [1.5325, 2.3813, -2.6313], [-0.7505, -2.0947, -8.5055], [-0.9397, -0.7866, -3.1981], [1.2728, 2.2074, -8.3914], [0.6229, -2.6627, -1.5412], [-2.4609, -1.5908, -0.5384], [-2.0955, 1.5092, 2.5431], [3.0591, -1.4959, -1.2857], [0.4714, 1.3587, 3.5673], [-0.8829, 1.1490, -10.2347], [1.8459, 2.0350, 4.4311], [-2.8125, 0.8149, -1.7285]],
  "atomic_forces_ev_per_a": [[-0.647, -0.091, 0.923], [-0.078, 0.632, -2.063], [-0.264, -0.494, -0.408], [0.252, 0.030, 0.065], [0.604, 0.762, 1.084], [0.041, -0.243, 0.157], [0.197, -0.090, 0.525], [-0.104, 0.589, 0.270], [-0.112, -1.026, -1.530], [0.027, 0.953, 0.242], [-0.499, 0.683, -0.246], [0.180, -0.556, 0.105], [0.043, -0.146, 0.599], [-0.133, -0.526, -0.729], [-0.064, -0.509, 0.995], [0.043, -0.143, 0.941], [0.040, -0.295, 0.169], [0.430, 0.735, 0.814], [0.327, -0.770, -0.434], [0.569, -0.156, -0.213], [-0.424, -0.587, 0.431], [-0.208, -0.025, 0.295], [-0.214, 0.090, -1.374], [-0.249, 0.737, -0.422], [0.125, -0.125, -0.532], [-0.238, -0.229, -0.148], [0.117, -0.179, -0.101], [0.105, 0.203, 0.478], [0.001, 0.223, 0.486], [-0.481, -0.091, -0.251], [-0.045, -0.056, -0.011], [0.126, 0.239, -0.104], [-0.027, 0.087, -0.095], [-0.319, 0.146, -0.189], [0.468, -0.159, 0.252], [0.075, -0.047, -0.060], [0.007, 0.097, -0.486], [0.239, -0.215, 0.074], [0.314, 0.293, -0.117], [-0.308, -0.047, 0.124], [0.148, -0.330, 0.024], [-0.182, -0.180, 0.198], [-0.100, 0.100, -0.025], [0.064, 0.162, -0.188], [-0.037, 0.100, 0.108], [-0.247, -0.086, -0.196], [-0.255, 0.218, -0.089], [0.211, 0.137, -0.170], [-0.397, -0.165, 0.379], [0.124, 0.172, 0.335], [0.139, 0.290, 0.134], [0.086, -0.130, -0.344], [-0.254, -0.022, 0.298], [0.283, -0.086, -0.276], [0.327, -0.004, 0.007], [0.054, 0.152, -0.002], [0.119, -0.023, 0.294]],
  "charge": -1,
  "max_force_ev_per_a": 2.16,
  "lumo_energy_ev": 1.89,
  "homo_energy_ev": -4.010
}

[3]
{
  "formula": "C21H32Br2FN7O5S",
  "method": "wB97M-V/def2-TZVPD",
  "symbols": ["Br", "Br", "S", "F", "O", "O", "O", "O", "O", "N", "N", "N", "N", "N", "N", "N", "C", "C", "C", "C", "C", "C", "C", "C", "C", "C", "C", "C", "C", "C", "C", "C", "C", "C", "C", "C", "C", "H", "H", "H", "H", "H", "H", "H", "H", "H", "H", "H", "H", "H", "H", "H", "H", "H", "H", "H", "H", "H", "H", "H", "H", "H", "H", "H", "H", "H", "H", "H", "H"],
  "xyz": [[-0.0116, 0.0400, -1.6870], [-2.5813, -0.4523, 2.0539], [2.9600, 2.3394, -2.7617], [-2.0221, 2.4274, 1.2898], [2.2358, 3.7506, 1.9250], [4.9643, 2.0572, -5.6468], [-4.5277, -1.5737, -2.8568], [0.4551, -2.3690, 5.9019], [-2.7478, 2.6262, 4.4705], [-0.0573, 3.5189, 1.6406], [5.7338, 3.9726, -4.7659], [0.5109, -4.6024, 5.7054], [0.7280, 0.2976, 2.0830], [-0.8036, 2.0033, 3.2448], [-5.9462, -0.0077, -3.6058], [1.0451, 2.7013, -0.8028], [-5.5856, -1.3011, -3.4011], [6.4419, 5.2370, -4.7574], [1.1337, -0.8991, 1.9099], [-1.8032, 2.3186, 3.8671], [0.7470, -1.9631, 2.8933], [0.1026, 1.1191, 1.0733], [5.5963, 3.0904, -5.7913], [-0.7732, 2.2664, 1.8086], [1.2645, 2.0238, 0.5033], [0.3349, -5.9766, 6.1327], [1.2728, 3.2109, 1.4575], [6.2544, 3.4454, -7.1057], [-2.5207, -1.2697, -0.6668], [2.0574, -1.3738, 0.8151], [-0.6714, 0.2625, 0.0762], [-0.2843, -3.6132, 7.8069], [-1.7854, -0.4293, 0.3396], [0.2544, -3.4621, 6.4027], [-6.5413, -2.3731, -3.8717], [-7.1520, 0.5020, -4.2290], [1.8809, 2.5778, -1.6615], [2.4802, -0.5707, 0.2204], [-1.8976, -2.1050, -0.9872], [5.8512, 4.3780, -7.5020], [-6.1094, -3.3404, -3.6361], [0.8670, -4.4349, 4.7778], [5.7554, 6.0513, -4.5196], [-0.2118, 4.1456, 2.4221], [-0.4340, -2.6213, 8.2208], [-7.7015, 1.1309, -3.5268], [-0.3632, -6.4910, 5.4702], [-6.6953, -2.3091, -4.9493], [-0.0525, -6.0163, 7.1447], [2.8870, -1.8793, 1.3172], [2.2665, 1.6093, 0.5609], [-7.5035, -2.2840, -3.3664], [-1.2386, -4.1409, 7.8018], [7.2293, 5.2230, -4.0018], [-5.2672, 0.6576, -3.2704], [-3.4190, -1.6923, -0.2279], [5.2714, 3.6832, -3.9177], [6.8915, 5.4320, -5.7250], [0.1261, -1.5809, 3.6929], [-6.8981, 1.1054, -5.1020], [1.6643, -2.3381, 3.3626], [0.2970, -2.7994, 2.3546], [7.3336, 3.5447, -6.9850], [1.2886, -6.5063, 6.1020], [-2.8139, -0.6572, -1.5137], [-7.7949, -0.3126, -4.5437], [1.5927, -2.1333, 0.1831], [0.4216, -4.1554, 8.4369], [6.0523, 2.6473, -7.8127]],
  "atomic_forces_ev_per_a": [[0.133, -0.128, -0.071], [0.035, -0.115, 0.137], [0.009, 0.038, -0.351], [-0.015, -0.169, -0.071], [0.006, 0.287, -0.108], [0.002, 0.011, 0.024], [-0.095, -0.033, -0.084], [-0.005, -0.060, 0.171], [0.280, -0.249, 0.182], [0.040, -0.337, 0.605], [0.059, -0.008, -0.095], [-0.034, -0.010, 0.101], [-2.301, -1.043, 0.418], [-1.086, 0.273, -0.158], [-0.060, -0.073, -0.027], [0.245, -0.527, 0.262], [0.025, -0.007, 0.005], [-0.159, -0.130, 0.218], [0.351, 0.383, -0.258], [-0.124, 0.135, -0.253], [1.268, 0.370, 0.565], [2.100, 0.927, -0.743], [-0.031, -0.017, 0.022], [0.748, -0.026, 0.606], [-0.096, 0.981, -0.261], [0.103, 0.107, -0.272], [-0.055, -0.305, -0.109], [-0.030, -0.057, -0.005], [-0.033, 0.012, 0.527], [-0.151, -0.259, -0.049], [-0.608, 0.193, 0.483], [0.003, 0.057, -0.017], [0.179, -0.040, -0.317], [-0.012, 0.046, 0.010], [0.053, -0.027, 0.031], [0.230, 0.154, 0.115], [0.094, 0.118, 0.067], [-0.198, 0.011, -0.170], [0.041, 0.099, -0.243], [0.074, 0.036, 0.001], [0.048, 0.018, 0.023], [0.001, -0.009, -0.009], [0.047, 0.063, -0.058], [-0.045, 0.152, -0.142], [0.017, 0.031, -0.045], [-0.087, -0.031, -0.034], [-0.040, -0.054, 0.077], [-0.080, 0.012, 0.009], [-0.005, 0.010, 0.013], [0.012, 0.004, 0.017], [-0.197, -0.610, -0.215], [-0.040, 0.011, -0.071], [0.030, -0.059, 0.048], [0.060, 0.056, -0.055], [-0.003, 0.012, -0.006], [-0.053, 0.069, -0.019], [-0.012, 0.029, 0.012], [0.002, -0.006, -0.014], [-0.214, -0.017, -0.149], [-0.079, -0.032, -0.050], [-0.109, -0.211, 0.048], [-0.161, 0.094, -0.065], [-0.001, 0.079, -0.026], [-0.023, -0.054, 0.083], [0.075, -0.187, -0.177], [0.000, -0.017, 0.000], [-0.043, 0.121, -0.132], [-0.055, -0.058, 0.015], [-0.031, -0.034, 0.035]],
  "max_force_ev_per_a": 2.56,
  "lumo_energy_ev": 0.56,
  "homo_energy_ev": -8.245
}